Entry 1:
Molecular formula: C32H35N6OPS3Y
Method: DFT, ωB97M-V/def2-TZVPD

```
79
C32H35N6OPS3Y (ωB97M-V/def2-TZVPD)
Y -1.84998 -0.50542 0.68312
N -0.64382 -2.56672 0.12226
C -1.42585 -3.49944 -0.69837
C -1.83113 -2.76228 -1.96612
N -2.54228 -1.50256 -1.68095
C -3.98164 -1.51772 -1.95813
C -4.76889 -1.84449 -0.69906
N -4.43836 -0.83043 0.29381
H -0.36167 -2.94765 1.01721
H 0.19123 -2.27061 -0.38157
H -0.86933 -4.39930 -0.96719
H -2.30731 -3.80178 -0.12799
H -0.91509 -2.53617 -2.51001
H -2.43920 -3.41940 -2.59600
H -2.09365 -0.74546 -2.18829
H -4.28002 -0.52059 -2.29100
H -4.23182 -2.22306 -2.75600
H -5.83517 -1.91170 -0.92958
H -4.45556 -2.81290 -0.30448
H -4.74433 0.09569 0.01992
H -4.77245 -1.05167 1.22098
N -3.28612 -1.87228 5.05516
C -3.15277 -1.32055 3.79228
S -2.81304 -2.43013 2.50323
N -3.32108 -0.04110 3.73706
N -3.14436 0.56469 2.50717
C -3.56875 1.77102 2.49712
C -3.54233 2.75402 1.42691
C -4.04051 4.02918 1.73824
C -4.05869 5.05913 0.82494
C -3.55832 4.81994 -0.45840
C -3.06724 3.57876 -0.79984
C -3.04563 2.50622 0.11648
O -2.59617 1.34256 -0.24312
H -2.82306 -2.75635 5.16410
H -3.14009 -1.21225 5.80370
H -4.01001 2.12273 3.43054
H -4.41607 4.19969 2.74284
H -4.44464 6.03322 1.09712
H -3.55239 5.61838 -1.19085
H -2.66950 3.38825 -1.79016
C 0.14778 -0.23031 2.06796
C 1.17035 -0.28111 2.73905
C 2.44254 -0.32166 3.40331
C 2.53684 -0.27680 4.79848
C 3.77474 -0.31619 5.42985
C 4.94113 -0.40231 4.68178
C 4.86181 -0.44721 3.29414
C 3.62912 -0.40785 2.65893
H 1.62687 -0.20713 5.38062
H 3.82642 -0.27769 6.51122
H 5.90519 -0.43320 5.17659
H 5.76442 -0.51009 2.69896
H 3.56548 -0.43482 1.57581
S 1.77243 -2.57018 -2.40196
P 1.82419 -0.59870 -2.24587
S 0.31006 0.40342 -1.40633
C 2.17838 0.14793 -3.89108
C 3.22350 -0.37334 -4.64984
C 3.53772 0.17929 -5.88249
C 2.80482 1.25415 -6.37271
C 1.75877 1.77461 -5.62244
C 1.44809 1.22457 -4.38072
C 3.31854 -0.10525 -1.29438
C 3.49723 1.24018 -0.97144
C 4.61783 1.64632 -0.25777
C 5.56459 0.71053 0.14354
C 5.38572 -0.63047 -0.16967
C 4.26592 -1.03773 -0.89168
H 3.77915 -1.22383 -4.26942
H 4.35497 -0.23019 -6.46467
H 3.04983 1.68370 -7.33718
H 1.18335 2.61259 -5.99753
H 0.63953 1.62625 -3.78089
H 2.74032 1.96071 -1.25896
H 4.74161 2.69121 0.00192
H 6.43131 1.02705 0.71232
H 6.11379 -1.36619 0.15166
H 4.11273 -2.08169 -1.13623
```

Summary:
HOMO   -4.95 eV
ΔE to the lowest compared entry with this formula, charge and spin   25.20 kJ/mol
Total charge   -1


Entry 2:
Molecular formula: C32H36BNO2S
Method: DFT, ωB97M-V/def2-TZVPD

```
73
C32H36BNO2S (ωB97M-V/def2-TZVPD)
C 4.65092 -1.19164 2.13949
C 3.29850 -0.68528 1.79423
C 3.07793 0.64128 1.94059
C 1.93790 1.27078 1.35767
C 0.92902 0.30124 0.68428
B -1.98195 0.17022 -0.96214
C 0.63142 0.95088 1.95607
C -0.28609 2.02030 2.30490
C -0.86899 1.80379 3.54392
C -0.61663 0.52563 4.07517
C -0.90400 -0.01689 5.42885
S 0.31164 -0.44189 3.04908
O -2.34992 1.45236 -0.37930
C -3.75186 1.19652 -0.34906
C -4.40126 2.27513 0.47505
C -4.06652 1.36149 -1.86318
C -3.80865 -0.31049 0.20058
C -3.86712 -0.44911 1.73150
C -4.69735 -1.25859 -0.57900
O -2.51369 -0.86800 -0.22702
C 1.09957 -1.14348 0.90361
C 2.36904 -1.56542 1.21228
H 4.60706 -2.20595 2.52902
H 5.24317 -1.15023 1.22255
H 5.06576 -0.49025 2.86537
H 3.81744 1.26201 2.47399
H 2.03583 2.29478 0.99507
H -0.44006 2.89200 1.66351
H -1.48009 2.49041 4.15568
H -0.92001 0.82605 6.12446
H -1.88678 -0.51430 5.38542
H -0.11536 -0.75242 5.68523
H -5.47220 2.07113 0.52097
H -4.00566 2.40638 1.48955
H -4.25785 3.22551 -0.04322
H -5.12173 1.18932 -2.09260
H -3.69887 2.37877 -2.09982
H -3.38679 0.73048 -2.49422
H -4.87115 -0.20853 2.10649
H -3.65266 -1.47381 2.07317
H -3.15917 0.20785 2.26163
H -5.73222 -0.92487 -0.62427
H -4.26641 -1.33340 -1.58823
H -4.57714 -2.26035 -0.14328
H 0.26511 -1.77567 0.56966
H 2.65276 -2.56900 0.93543
C 0.44904 2.23843 -0.86042
C 0.33644 0.72255 -0.57030
N 1.12210 -0.05124 -1.60883
C 0.73226 -1.19962 -2.34227
C -0.46442 -1.90114 -2.55309
C -0.50569 -2.95780 -3.48785
C 0.65760 -3.39152 -4.15717
C 1.86572 -2.74855 -3.90654
C 1.87110 -1.64500 -3.07104
C 2.95703 -0.77433 -2.74274
C 2.47180 0.20233 -1.84042
C 3.30521 1.17321 -1.30461
C 4.68437 0.97508 -1.46608
C 5.16188 0.03795 -2.39954
C 4.29765 -0.80806 -3.08714
H -0.55501 2.55887 -1.12367
H 0.73296 2.91201 -0.03750
H 1.13101 2.37801 -1.69432
H -0.78441 0.25160 -1.12661
H -1.38009 -1.67647 -2.00437
H -1.44137 -3.47934 -3.70226
H 0.61098 -4.20823 -4.87610
H 2.81638 -3.06275 -4.34896
H 2.89426 2.02919 -0.78257
H 5.35938 1.56790 -0.85460
H 6.22798 -0.00115 -2.59009
H 4.61095 -1.49670 -3.87001
```

Summary:
HOMO   -5.07 eV
ΔE to the lowest compared entry with this formula, charge and spin   600.97 kJ/mol


Entry 3:
Molecular formula: C32H36CeN4O7
Method: DFT, ωB97M-V/def2-TZVPD

```
80
C32H36CeN4O7 (ωB97M-V/def2-TZVPD)
Ce 1.04190 0.04020 0.85489
C 2.85648 -5.83394 -3.61867
C 2.42437 -4.55776 -2.94916
C 1.98327 -3.46839 -3.66321
C 1.58554 -2.26647 -3.04458
C 1.15474 -1.20187 -3.89191
N 0.79149 0.00204 -3.57193
C 0.36278 1.00807 -4.53994
C -0.91559 1.72813 -4.09335
C -2.06886 0.81298 -3.65758
N -2.13458 0.65650 -2.20273
C -3.22428 0.76119 -1.50712
C -3.38822 0.54802 -0.11137
C -4.68533 0.72163 0.41646
C -4.98355 0.48779 1.73682
C -6.37174 0.66430 2.28958
C -3.94100 0.05548 2.56015
C -2.64674 -0.14860 2.10696
C -1.67869 -0.72536 3.01731
N -0.45191 -1.00261 2.77494
C 0.22317 -1.80158 3.80898
C 1.73545 -1.63466 3.78812
C 2.45689 -2.48305 2.74210
N 2.01462 -2.27397 1.35258
C 2.25749 -3.24698 0.55461
C 2.08649 -3.28786 -0.88406
C 2.47752 -4.43454 -1.56014
C 1.59614 -2.16977 -1.61490
O 1.15550 -1.11773 -1.01491
C -2.32228 0.09164 0.73894
O -1.14324 -0.14732 0.28013
H 2.69657 -5.78591 -4.69347
H 2.30072 -6.68485 -3.22463
H 3.91619 -6.01960 -3.43920
H 1.94315 -3.52598 -4.74571
H 1.10254 -1.42861 -4.95400
H 0.88643 0.31905 -2.60818
H 0.22776 0.52988 -5.51045
H 1.14600 1.76335 -4.61464
H -1.24128 2.36103 -4.91737
H -0.65595 2.38604 -3.27159
H -1.96260 -0.18021 -4.10301
H -3.01930 1.22070 -3.99792
H -1.27585 0.50130 -1.68171
H -4.11861 1.01470 -2.07092
H -5.47320 1.03406 -0.26075
H -7.09933 0.78807 1.49036
H -6.42324 1.54311 2.93420
H -6.66161 -0.20000 2.88661
H -4.16641 -0.14605 3.60299
H -2.09326 -0.99948 3.99235
H -0.02762 -2.85231 3.63148
H -0.16118 -1.53990 4.79823
H 2.12979 -1.92716 4.76062
H 1.97746 -0.58344 3.65205
H 2.36649 -3.53905 3.01099
H 3.51666 -2.21734 2.78700
H 2.69137 -4.16311 0.96511
H 2.85118 -5.27466 -0.98291
O 2.72934 0.70030 2.12117
C 2.83816 1.53775 1.16590
O 3.04383 1.14023 0.00870
C 2.40256 2.97989 1.46417
C 1.46470 2.90539 2.68672
C 1.00057 4.29033 3.13564
C -0.04886 4.63930 2.05456
C 0.07169 3.43025 1.12823
O 0.28659 2.32471 2.05822
C 1.41624 3.50032 0.36416
C 1.32813 2.64350 -0.91540
O 1.82436 3.03083 -1.94902
O 0.56298 1.58516 -0.80351
H 3.27377 3.61851 1.59977
H 1.82611 2.26692 3.48281
H 1.82808 4.99596 3.17601
H 0.55137 4.23190 4.12416
H 0.16518 5.56638 1.52812
H -1.05161 4.70421 2.47220
H -0.79603 3.22695 0.50812
H 1.66213 4.51206 0.05673
```

Summary:
HOMO   -13.54 eV
Total charge   +2


Number 1: E -87585.703 eV, E_LUMO 2.49 eV. Number 2: E -50857.780 eV, E_LUMO -1.29 eV. Number 3: E -66981.319 eV, E_LUMO -7.02 eV.